60
Properties=species:S:1:pos:R:3:forces:R:3 method="wB97M-V/def2-TZVPD" charge=0 smiles="COc1cc(C(=O)NCCC(=O)NC2CCCCCCC2)cc(OC)c1OC" gap_ev=8.74 lumo_energy_ev=0.49 de_lowest_ev=2.6216 spin_multiplicity=1 e_tot_ev=-35514.026
C -3.758671 -3.529181 0.753814 0.165 -0.174 0.072
O -4.752737 -2.599646 0.394444 -0.188 0.516 -0.093
C -4.397996 -1.283122 0.254846 -0.112 0.011 -0.037
C -3.114608 -0.820483 0.514569 0.178 0.119 0.046
C -2.788685 0.523138 0.400231 -0.437 -0.388 -0.173
C -1.387936 0.903906 0.707379 -0.125 0.362 0.129
O -0.463233 0.107325 0.609288 0.140 -0.232 -0.004
N -1.195226 2.170804 1.134800 -0.227 0.171 0.126
C 0.120046 2.692024 1.442218 0.110 -0.106 -0.150
C 0.880086 3.159944 0.185433 0.300 0.024 0.085
C 2.236650 2.470135 0.021716 -0.537 0.241 -0.057
O 3.271962 3.099785 -0.080547 0.411 0.306 -0.010
N 2.154702 1.133376 -0.016656 0.013 -0.403 0.046
C 3.318829 0.271234 -0.114455 -0.002 0.059 0.010
C 3.396490 -0.553325 1.178126 0.156 -0.139 -0.155
C 4.334225 -1.757559 1.167660 0.105 0.225 0.160
C 5.823594 -1.446880 1.034894 -0.100 -0.024 -0.076
C 6.280308 -0.815924 -0.284733 0.062 -0.185 0.061
C 5.684214 -1.451227 -1.547709 0.084 0.265 -0.113
C 4.540764 -0.656550 -2.183879 -0.092 -0.355 0.054
C 3.232453 -0.574599 -1.395277 0.193 0.213 -0.127
C -3.756779 1.434397 -0.013573 0.053 0.020 0.029
C -5.036044 0.991158 -0.298708 -0.229 -0.168 -0.003
O -6.054445 1.787201 -0.726844 0.127 -0.397 0.096
C -5.809080 3.159505 -0.902094 0.062 0.223 -0.025
C -5.381836 -0.372392 -0.161206 -0.151 0.142 -0.102
O -6.681521 -0.630459 -0.455135 0.422 0.283 0.195
C -7.154714 -1.949672 -0.606165 -0.302 -0.464 -0.071
H -3.350777 -3.319765 1.747396 0.000 -0.002 -0.049
H -2.945170 -3.553406 0.022756 -0.020 0.011 0.035
H -4.260997 -4.495457 0.767647 0.090 0.041 0.017
H -2.331471 -1.492373 0.823368 0.046 -0.102 0.009
H -1.978695 2.799227 1.181773 -0.018 -0.146 0.065
H 0.000460 3.515456 2.147012 -0.003 -0.089 -0.030
H 0.679361 1.893378 1.938041 -0.083 0.150 0.023
H 1.055998 4.234983 0.210994 0.049 -0.077 -0.054
H 0.284610 2.932060 -0.701413 -0.026 0.028 0.033
H 1.254741 0.676486 0.116007 0.037 0.170 0.044
H 4.166317 0.956989 -0.185347 -0.104 -0.128 -0.004
H 3.679472 0.116266 1.994048 -0.080 0.040 0.066
H 2.386977 -0.921512 1.387146 -0.035 0.053 0.048
H 4.035099 -2.448480 0.380295 -0.047 -0.111 -0.001
H 4.194854 -2.284282 2.116470 -0.038 -0.072 -0.076
H 6.360646 -2.391308 1.165008 0.057 0.033 0.046
H 6.124390 -0.788015 1.852903 0.052 -0.049 0.100
H 6.066375 0.251624 -0.283357 0.072 0.090 -0.015
H 7.368700 -0.912427 -0.320095 -0.022 0.101 0.001
H 5.355840 -2.469810 -1.335266 0.007 -0.120 -0.045
H 6.471213 -1.526369 -2.302555 -0.015 -0.085 0.019
H 4.889408 0.360035 -2.381164 0.010 0.052 -0.061
H 4.316322 -1.115907 -3.151093 0.017 0.081 -0.037
H 2.863418 -1.574596 -1.165514 -0.082 -0.109 -0.030
H 2.492182 -0.104821 -2.048163 -0.004 -0.056 0.060
H -3.505785 2.472571 -0.159240 -0.022 0.113 -0.043
H -5.522308 3.643592 0.037981 0.006 -0.028 -0.036
H -6.751223 3.581844 -1.247407 0.089 0.020 0.023
H -5.036241 3.341179 -1.656851 -0.019 -0.014 0.043
H -7.144615 -2.496587 0.338577 -0.021 0.051 -0.120
H -6.577607 -2.503406 -1.349781 -0.044 0.037 0.048
H -8.182312 -1.840102 -0.952622 0.071 -0.029 0.009